{
  "formula": "H14O7",
  "method": "ωB97M-V/def2-TZVPD",
  "species": ["H", "H", "H", "H", "H", "H", "H", "H", "H", "H", "H", "H", "H", "H", "O", "O", "O", "O", "O", "O", "O"],
  "coordinates": [[-1.682, 1.664, -0.079], [-2.839, 2.550, 0.063], [-1.200, -0.826, -1.261], [-1.458, -1.702, -0.079], [-3.175, -0.379, 0.686], [-3.667, -1.022, -0.502], [-0.531, 0.024, 0.556], [0.617, 1.110, -0.010], [1.221, -1.611, -0.600], [2.778, -1.425, -0.468], [1.608, 0.212, 2.223], [3.130, -0.124, 2.605], [2.470, 0.329, -1.519], [2.397, 1.888, -1.773], [-2.661, 1.600, -0.055], [-0.746, -1.449, -0.664], [-3.217, -1.244, 0.288], [-0.120, 0.943, 0.659], [2.000, -1.234, -1.038], [2.432, -0.463, 2.145], [2.644, 1.157, -1.175]],
  "fmax_ha_per_bohr": 0.1208,
  "e_above_lowest_kcal_mol": 41.6,
  "total_charge": 0,
  "energy_ev": -14559.6561,
  "molar_mass_g_mol": 126.10
}


{
  "formula": "C6H14O",
  "method": "ωB97M-V/def2-TZVPD",
  "species": ["C", "C", "C", "C", "C", "C", "O", "H", "H", "H", "H", "H", "H", "H", "H", "H", "H", "H", "H", "H", "H"],
  "coordinates": [[2.424, 0.698, -1.199], [1.104, 0.887, -0.481], [0.564, -0.172, 0.504], [-0.226, 0.742, -1.242], [-0.866, 0.266, 0.076], [-2.062, -0.673, -0.001], [-1.109, -1.286, 2.987], [3.267, 0.725, -0.499], [2.574, 1.502, -1.930], [2.455, -0.257, -1.736], [1.103, 1.854, 0.039], [0.887, -0.069, 1.547], [0.791, -1.188, 0.151], [-0.283, -1.065, 2.541], [-0.163, -0.098, -1.949], [-0.653, 1.611, -1.753], [-1.141, 1.146, 0.670], [-1.774, -1.689, -0.302], [-2.767, -0.302, -0.754], [-2.597, -0.724, 0.952], [-1.530, -1.906, 2.380]],
  "fmax_ha_per_bohr": 0.0038,
  "e_above_lowest_kcal_mol": 21.9,
  "total_charge": 0,
  "energy_ev": -8495.9413,
  "molar_mass_g_mol": 102.18
}


{
  "formula": "C6H8O6Pm",
  "method": "ωB97M-V/def2-TZVPD",
  "species": ["O", "C", "O", "O", "C", "C", "C", "C", "Pm", "H", "H", "H", "H", "H", "H", "O", "C", "O", "H", "O", "H"],
  "coordinates": [[-1.046, -3.126, 2.095], [-0.620, -1.996, 1.801], [0.247, -1.995, 0.805], [-1.007, -0.958, 2.449], [-0.750, 0.397, 1.980], [-1.203, 0.607, 0.571], [-0.598, 1.496, -0.224], [-0.657, 1.431, -1.716], [0.592, -4.756, 1.655], [0.320, 0.600, 2.111], [-1.330, 1.008, 2.679], [-2.142, 0.143, 0.253], [0.116, 2.212, 0.197], [-1.010, 2.401, -2.091], [-1.345, 0.658, -2.077], [0.564, 1.253, -2.448], [1.618, 0.540, -2.159], [1.499, -0.577, -1.669], [3.515, 0.617, -2.091], [2.746, 1.213, -2.095], [0.490, -1.169, -0.027]],
  "fmax_ha_per_bohr": 0.0924,
  "spin_multiplicity": 5,
  "total_charge": 3,
  "energy_ev": -35155.8089,
  "molar_mass_g_mol": 321.12
}


{
  "formula": "C4H12",
  "method": "ωB97M-V/def2-TZVPD",
  "species": ["C", "C", "H", "H", "H", "H", "H", "H", "C", "C", "H", "H", "H", "H", "H", "H"],
  "coordinates": [[2.202, -0.593, 1.213], [2.377, -0.824, -0.270], [2.423, 0.409, 1.609], [1.229, -0.883, 1.599], [2.959, -1.116, 1.786], [2.993, -1.703, -0.498], [1.409, -1.033, -0.723], [2.823, -0.085, -0.946], [-1.840, 1.137, -0.923], [-2.755, 0.276, -0.044], [-1.649, 2.097, -0.420], [-0.848, 0.680, -0.984], [-2.310, 1.480, -1.841], [-3.003, -0.624, -0.592], [-3.692, 0.799, 0.123], [-2.316, -0.015, 0.911]],
  "fmax_ha_per_bohr": 0.0349,
  "e_above_lowest_kcal_mol": 10.1,
  "total_charge": 0,
  "energy_ev": -4342.0922,
  "molar_mass_g_mol": 60.14
}


{
  "formula": "C6H16N4",
  "method": "ωB97M-V/def2-TZVPD",
  "species": ["C", "C", "C", "C", "C", "C", "N", "N", "N", "N", "H", "H", "H", "H", "H", "H", "H", "H", "H", "H", "H", "H", "H", "H", "H", "H"],
  "coordinates": [[0.442, 0.524, -1.264], [-1.040, -1.252, 1.517], [2.018, -0.922, -2.440], [0.596, 1.047, 1.780], [0.625, -0.233, -2.532], [-0.556, 0.486, 0.924], [-0.434, 0.284, -0.400], [-1.363, -2.035, 0.523], [-0.722, -1.647, 2.704], [-1.764, 1.340, 1.093], [1.094, 1.340, -1.054], [1.904, -1.968, -1.963], [2.493, -1.055, -3.319], [2.593, -0.348, -1.801], [0.326, 1.477, 2.830], [1.527, 0.335, 1.777], [1.176, 1.829, 1.196], [0.751, 0.493, -3.251], [-0.209, -0.857, -2.894], [-1.366, -1.630, -0.361], [-1.643, -2.982, 0.488], [-0.561, -1.058, 3.578], [-0.896, -2.671, 2.963], [-2.421, 1.203, 0.337], [-1.562, 2.370, 1.068], [-1.921, 1.342, 2.063]],
  "fmax_ha_per_bohr": 0.1018,
  "e_above_lowest_kcal_mol": 70.8,
  "total_charge": 2,
  "energy_ev": -12422.9461,
  "molar_mass_g_mol": 144.22
}


{
  "formula": "C21H74BaF3O19",
  "method": "ωB97M-V/def2-TZVPD",
  "species": ["Ba", "C", "O", "O", "C", "F", "F", "F", "C", "C", "H", "H", "H", "H", "H", "H", "C", "O", "H", "H", "H", "H", "C", "O", "H", "H", "H", "H", "C", "O", "H", "H", "H", "H", "C", "O", "H", "H", "H", "H", "C", "O", "H", "H", "H", "H", "C", "O", "H", "H", "H", "H", "C", "O", "H", "H", "H", "H", "C", "O", "H", "H", "H", "H", "C", "O", "H", "H", "H", "H", "C", "O", "H", "H", "H", "H", "C", "O", "H", "H", "H", "H", "C", "O", "H", "H", "H", "H", "C", "O", "H", "H", "H", "H", "C", "O", "H", "H", "H", "H", "C", "O", "H", "H", "H", "H", "C", "O", "H", "H", "H", "H", "C", "O", "H", "H", "H", "H"],
  "coordinates": [[-3.025, 4.612, -1.138], [-0.434, 1.817, -1.363], [-0.376, 1.454, 0.014], [-0.659, 3.150, -1.368], [0.738, 1.179, -2.149], [1.917, 1.190, -1.493], [0.445, -0.125, -2.406], [0.932, 1.754, -3.350], [-0.700, 0.110, 0.299], [-0.673, -0.152, 1.770], [0.335, -0.154, 2.205], [-1.164, 0.621, 2.365], [-1.025, -1.157, 2.004], [-0.036, -0.597, -0.208], [-1.700, -0.191, -0.054], [-1.327, 1.327, -1.785], [3.244, 0.192, 3.310], [3.770, 0.327, 4.620], [2.777, 1.100, 2.925], [3.992, -0.121, 2.571], [2.554, -0.650, 3.351], [4.569, 0.861, 4.565], [-4.324, 1.785, -3.453], [-3.905, 2.203, -2.136], [-4.471, 2.681, -4.052], [-3.542, 1.190, -3.920], [-5.271, 1.246, -3.452], [-3.953, 1.416, -1.578], [1.911, -0.441, -5.989], [1.261, -1.512, -6.643], [2.155, -0.641, -4.937], [2.873, -0.315, -6.484], [1.313, 0.474, -6.027], [0.394, -1.642, -6.214], [-2.154, -1.007, -4.727], [-1.096, -1.806, -5.235], [-3.007, -1.593, -4.389], [-1.799, -0.369, -3.909], [-2.452, -0.279, -5.487], [-1.348, -2.730, -5.154], [-1.112, 3.124, -5.434], [-2.489, 3.439, -5.656], [-0.966, 2.748, -4.415], [-0.796, 2.366, -6.143], [-0.464, 3.998, -5.531], [-2.745, 4.173, -5.097], [-0.505, 3.444, 4.710], [-1.777, 3.639, 5.338], [-0.008, 4.405, 4.580], [0.148, 2.890, 5.388], [-0.585, 2.958, 3.737], [-2.155, 2.754, 5.403], [4.927, -0.556, -1.925], [6.134, -0.097, -1.353], [4.119, 0.174, -1.771], [4.977, -0.724, -2.999], [4.540, -1.436, -1.397], [6.143, -0.363, -0.432], [-1.636, -4.286, 2.098], [-2.654, -5.270, 2.152], [-1.015, -4.335, 1.200], [-2.078, -3.290, 2.234], [-0.974, -4.396, 2.958], [-3.180, -5.195, 1.352], [-4.497, -1.262, 4.042], [-3.502, -0.259, 3.816], [-4.196, -2.256, 3.716], [-4.710, -1.215, 5.117], [-5.420, -0.940, 3.559], [-2.621, -0.633, 4.020], [2.191, -3.405, -3.341], [2.001, -4.639, -2.659], [2.921, -2.775, -2.817], [2.493, -3.549, -4.380], [1.277, -2.809, -3.338], [2.792, -5.173, -2.765], [1.447, -3.506, 4.910], [0.948, -2.566, 3.968], [0.888, -4.446, 4.861], [2.506, -3.724, 4.756], [1.309, -3.072, 5.899], [1.212, -2.814, 3.061], [-3.060, 2.543, 1.661], [-4.067, 3.405, 1.106], [-3.171, 2.414, 2.737], [-3.142, 1.538, 1.233], [-2.056, 2.902, 1.425], [-4.890, 3.214, 1.568], [3.229, -2.995, 1.026], [1.843, -3.041, 1.356], [3.788, -3.225, 1.930], [3.406, -3.754, 0.259], [3.553, -2.018, 0.662], [1.320, -2.676, 0.629], [-0.778, -0.564, 6.262], [-1.132, -1.098, 4.992], [-0.167, 0.336, 6.168], [-1.696, -0.301, 6.787], [-0.269, -1.328, 6.853], [-0.359, -1.572, 4.617], [1.904, 3.824, 1.806], [0.608, 3.972, 1.263], [1.913, 4.006, 2.885], [2.285, 2.812, 1.653], [2.612, 4.553, 1.401], [0.462, 3.260, 0.625], [2.553, 4.381, -2.075], [1.493, 4.552, -3.003], [2.295, 4.752, -1.084], [2.886, 3.343, -2.010], [3.410, 4.909, -2.491], [0.683, 4.172, -2.634], [-1.186, -2.966, -1.744], [-0.004, -3.211, -0.993], [-1.838, -3.837, -1.623], [-1.694, -2.132, -1.261], [-0.964, -2.748, -2.788], [0.609, -3.745, -1.520]],
  "fmax_ha_per_bohr": 0.0449,
  "e_above_lowest_kcal_mol": 37.1,
  "total_charge": 1,
  "energy_ev": -70714.4567,
  "molar_mass_g_mol": 825.13
}